[1]
This record from OMol25 describes a 2-piece molecular cluster, C4H7NO2 overall. The level of theory is wB97M-V/def2-TZVPD.

- Lowest unoccupied orbital energy: 0.396 eV
- Molar mass: 101.10 Da
- Calculated total energy: -9844.1357 eV
- HOMO level: -9.9374 eV
- SMILES: O=C[C@@H]1NCC1=O.[H][H]
- HOMO-LUMO gap: 10.333 eV

```
14
Properties=species:S:1:pos:R:3:forces:R:3
O 0.227 1.639 1.461 0.0 0.0 -0.5
C 0.144 1.490 0.265 0.1 0.1 0.3
C -0.772 0.451 -0.352 0.0 0.2 -0.1
N -1.589 -0.273 0.627 -0.1 0.1 0.2
C -0.709 -1.464 0.600 0.1 -0.3 0.0
C -0.039 -0.882 -0.636 0.4 -0.2 -0.4
O 0.690 -1.277 -1.497 -0.4 0.2 0.5
H 0.735 2.105 -0.439 -0.1 -0.1 0.1
H -1.306 0.878 -1.211 0.1 0.0 0.1
H -1.573 0.203 1.525 0.0 -0.1 -0.1
H 0.001 -1.532 1.437 -0.1 0.0 -0.1
H -1.218 -2.424 0.474 0.1 0.1 0.0
H 2.910 0.729 -0.879 0.0 0.0 -0.1
H 2.497 0.357 -1.374 0.1 0.0 0.0
```
Forces are in eV/Å.

Löwdin population analysis, charges in e, atoms 1 to 8: O 0.06; C -0.22; C -0.22; N 0.00; C -0.09; C -0.34; O 0.09; H 0.12

=====

[2]
This record from OMol25 describes a 2-piece molecular cluster, C16H20N6O4S overall in a non-equilibrium geometry. The level of theory is wB97M-V/def2-TZVPD.

- Lowest unoccupied orbital energy: -0.481 eV
- Molar mass: 392.44 Da
- Calculated total energy: -44866.0314 eV
- HOMO level: -8.0474 eV
- HOMO-LUMO gap: 7.567 eV

```
47
Properties=species:S:1:pos:R:3:forces:R:3
C 4.037 3.610 -0.097 -1.1 -0.3 -5.1
C 3.975 2.881 1.147 -2.9 2.3 2.0
O 2.796 2.201 1.179 -5.9 -5.5 -1.9
C 2.466 1.110 0.243 -2.3 2.1 0.2
C 1.126 0.842 -0.319 1.7 12.7 11.3
C 0.659 -0.059 -1.017 -4.0 -4.4 -4.3
C 1.592 -0.978 -1.381 4.5 1.4 -0.4
C 2.970 -0.724 -1.246 -0.4 -0.5 1.9
C 3.323 0.257 -0.307 3.9 -1.0 0.4
O 4.695 0.299 0.264 -9.7 6.6 4.0
C 5.612 -0.248 -0.279 8.2 -9.4 -3.6
C 5.492 -1.837 -0.023 3.2 -6.6 0.7
O 6.114 -2.978 -0.720 -4.1 7.3 3.9
N 4.990 -2.075 1.284 0.5 -3.0 -2.5
H 4.850 -3.123 1.447 0.3 2.3 -0.1
H 4.482 -1.441 1.893 0.2 0.1 -0.7
H 6.643 -0.211 0.159 -0.7 1.1 -0.3
H 5.662 -0.409 -1.308 0.3 1.4 -2.5
H 3.820 -1.346 -1.558 -1.0 -0.1 -0.4
H 1.381 -1.580 -2.129 -1.3 -3.6 -3.2
C -0.705 -0.096 -1.590 -1.6 6.7 6.6
N -1.672 0.809 -0.937 7.1 -5.1 -3.9
N -2.830 0.645 -1.446 -3.4 -1.2 0.2
C -3.909 1.264 -0.737 0.3 -7.6 -8.5
O -3.690 2.272 -0.349 0.8 10.6 6.7
C -5.130 0.703 -1.304 -1.6 -2.7 4.0
H -5.931 1.302 -1.353 -2.5 3.1 0.2
H -5.175 0.248 -2.238 0.9 -1.6 -1.3
S -5.857 -0.416 0.213 2.5 0.0 -1.5
C -4.201 -1.173 0.524 -6.9 0.7 -4.9
N -3.583 -1.874 -0.353 -0.8 -2.2 -1.6
N -2.450 -2.263 0.157 2.9 2.6 3.8
C -2.330 -1.501 1.403 -0.9 -3.9 -5.1
N -3.512 -0.939 1.527 1.6 4.7 6.9
C -3.840 0.089 2.565 1.2 1.2 -2.2
H -4.760 0.161 2.999 -2.6 -1.6 1.3
H -3.041 0.099 3.185 2.1 -0.9 2.8
H -3.792 1.177 2.390 0.3 -0.3 -2.2
H -1.552 -1.490 2.078 1.4 0.0 1.2
H -3.146 -0.147 -2.005 0.9 -0.4 0.1
H -0.817 -0.997 -2.016 -2.0 -2.8 -2.2
H 0.224 1.783 0.447 2.6 -2.7 -2.8
H 3.590 3.573 1.988 2.2 -0.4 -0.7
H 4.655 2.139 1.392 2.6 -0.2 0.4
H 2.991 4.254 -0.477 3.3 -1.9 1.6
H 4.299 2.830 -0.999 -1.0 1.7 1.9
H 4.927 4.167 -0.092 1.0 1.6 -0.2
```
Forces are in eV/Å.

Löwdin population analysis, charges in e, atoms 1 to 8: C -0.09; C -0.34; O -0.10; C -0.11; C 0.00; C -0.34; C 0.00; C 0.06

=====

[3]
This record from OMol25 describes one molecule with the formula C5H7N in a non-equilibrium geometry. The level of theory is wB97M-V/def2-TZVPD.

- Lowest unoccupied orbital energy: 0.784 eV
- Molar mass: 81.12 Da
- Calculated total energy: -6783.2596 eV
- HOMO level: -9.3913 eV
- SMILES: C#C/C(C)=N/C
- HOMO-LUMO gap: 10.176 eV

```
13
Properties=species:S:1:pos:R:3:forces:R:3
C -3.049 -0.877 0.131 1.0 0.4 0.2
C -1.905 -0.476 0.112 1.5 1.3 -0.8
C -0.131 -0.065 -0.092 -8.3 -0.3 1.5
C -0.016 1.410 -0.083 0.7 0.2 -0.8
N 0.301 -1.186 0.089 6.6 0.8 -0.8
C 1.973 -0.737 -0.024 -1.5 -2.5 0.5
H -4.045 -1.227 0.219 -0.2 -0.1 0.0
H 0.892 1.758 -0.576 0.2 0.0 0.2
H -0.858 1.839 -0.624 0.0 -0.2 0.1
H -0.052 1.751 0.953 0.0 0.0 0.0
H 2.242 -0.566 -1.064 -0.2 0.1 0.1
H 2.273 0.063 0.651 -0.4 0.0 -0.1
H 2.376 -1.688 0.309 0.5 0.2 0.0
```
Forces are in eV/Å.

Löwdin population analysis, charges in e, atoms 1 to 8: C 0.01; C -0.07; C -0.39; C -0.06; N 0.11; C -0.02; H 0.00; H 0.08